Entry 1:
Below is C9H18AlF4N2O17S4 as an isolated structure in a non-equilibrium geometry, with properties calculated with ωB97M-V/def2-TZVPD.

Total charge: +1
Gap between HOMO and LUMO, eV: 3.6
E_HOMO, eV: -13.48
Spin multiplicity: 1

Geometry as XYZ:
```
55
Properties=species:S:1:pos:R:3:forces:R:3:nbo_charge:R:1
Al -1.9726 -15.2465 7.6035 2.0 1.7 -1.3 1.620
N -3.3287 -15.4867 5.3181 0.5 -1.3 -0.9 -1.003
S -4.6387 -14.8600 4.5584 -4.3 4.9 1.3 2.411
O -5.8623 -15.5724 4.5981 0.8 -1.3 -0.3 -0.813
O -4.3152 -14.1029 3.4048 1.2 -0.8 -0.2 -0.770
F -4.9656 -13.7568 5.6364 0.7 -0.3 0.0 -0.481
S -3.3702 -16.9866 4.4862 2.7 -3.1 1.1 2.423
O -2.8584 -16.8809 3.1743 -0.2 1.0 -0.1 -0.811
O -4.4173 -17.8724 4.7817 -0.8 0.4 0.3 -0.812
F -2.1799 -17.6021 5.3293 0.1 0.4 0.1 -0.492
N -1.0633 -12.7634 6.6696 1.4 0.8 0.5 -1.093
S 0.4163 -12.0566 6.4334 3.7 -1.5 1.6 2.446
O 0.6975 -10.9386 7.2562 -1.0 0.5 0.2 -0.849
O 0.9292 -12.0516 5.1173 -0.7 -0.4 -0.5 -0.851
F 1.2074 -13.1801 7.2025 -0.3 -0.3 -0.3 -0.497
S -1.9698 -11.6053 6.0389 -5.3 -0.5 -0.8 2.449
O -2.0843 -11.6837 4.6248 0.6 0.1 0.2 -0.844
O -1.9806 -10.3690 6.7195 0.8 0.3 0.1 -0.829
F -3.3244 -12.2901 6.5578 0.5 0.2 0.1 -0.511
C 1.9467 -15.9587 11.1278 0.3 -0.8 1.3 -0.266
O 2.5234 -15.7834 9.8391 -0.3 0.5 0.0 -0.482
C 1.7079 -15.6102 8.8144 0.6 -0.6 -0.3 1.032
O 0.5010 -15.7601 8.8873 -1.4 0.3 -0.3 -0.681
O 2.3305 -15.3517 7.6955 -0.2 -0.4 -0.5 -0.472
C 3.7617 -15.3497 7.6553 1.0 0.2 0.1 -0.271
H 1.0134 -15.4362 11.3119 0.1 0.3 -0.5 0.195
H 2.7026 -15.6555 11.8492 0.0 0.3 -0.2 0.215
H 1.7866 -17.0168 11.3466 -0.1 0.0 -0.4 0.203
H 4.1378 -14.4013 8.0358 0.0 -0.1 0.3 0.208
H 4.1448 -15.4285 6.6397 -0.8 0.0 -0.3 0.218
H 4.1826 -16.1965 8.1906 -0.1 0.1 0.3 0.205
C -0.5286 -14.5069 3.3144 -0.8 1.1 0.1 -0.275
O 0.4965 -15.4718 3.4925 0.4 -0.1 -0.1 -0.458
C 0.5718 -16.1784 4.5950 0.0 0.7 -0.1 1.028
O -0.0487 -15.9843 5.6313 -0.7 0.1 0.8 -0.731
O 1.4979 -17.0913 4.4279 0.4 -0.4 -0.5 -0.462
C 1.7755 -18.0049 5.4786 0.4 0.3 1.1 -0.262
H -0.6594 -13.8090 4.1415 0.1 -0.6 0.4 0.197
H -1.4564 -15.0114 3.0664 0.0 0.1 0.0 0.201
H -0.2755 -13.8119 2.5166 0.4 -0.6 -0.3 0.225
H 0.9494 -18.6960 5.6194 0.0 0.0 0.1 0.198
H 2.0215 -17.4422 6.3830 -0.6 0.0 0.1 0.186
H 2.7053 -18.5406 5.3049 -0.2 -0.1 -0.9 0.215
C -1.3754 -13.5994 12.6405 -0.6 -0.2 0.5 -0.263
O -1.2343 -12.5404 11.6787 0.4 -0.1 0.4 -0.468
C -1.3703 -12.8560 10.4180 -0.9 1.4 -0.9 1.033
O -1.4835 -13.9868 9.9583 -0.3 -1.6 -0.5 -0.694
O -1.4902 -11.8310 9.6177 0.0 -0.1 -0.5 -0.473
C -1.1306 -10.4941 10.0019 0.9 0.0 1.7 -0.265
H -0.6899 -14.4048 12.4063 -0.2 -0.2 0.0 0.195
H -2.4290 -13.8800 12.6800 0.1 -0.5 -0.5 0.206
H -1.2142 -13.2402 13.6538 0.6 0.6 -0.3 0.225
H -1.7187 -10.1166 10.8400 -0.7 0.0 -0.5 0.203
H -1.1274 -9.8751 9.1171 -0.1 -0.1 -0.1 0.245
H -0.1516 -10.5434 10.4881 0.3 0.1 -0.6 0.195
```
Positions in Å, forces in eV/Å.


Entry 2:
Below is C9H18AsCoF3O7S2Si as an isolated structure, with properties calculated with ωB97M-V/def2-TZVPD.

Expectation value of S²: 0.775
Total charge: -2
Gap between HOMO and LUMO (alpha / beta), eV: 7.3 / 7.1
E_HOMO (alpha / beta), eV: -2.69 / -2.43
Spin multiplicity: 2

Geometry as XYZ:
```
42
Properties=species:S:1:pos:R:3:forces:R:3:mulliken_spin:R:1
Co -0.0448 -0.1634 0.2074 0.0 -0.3 0.1 1.099
F 1.3152 3.3518 1.2105 0.0 0.0 0.0 0.000
C 0.2342 4.0783 0.9109 0.0 0.0 0.0 0.000
F -0.5099 4.1970 2.0147 0.0 0.0 0.0 0.000
F 0.6662 5.3201 0.5907 0.0 0.0 0.0 0.000
S -0.7106 3.3202 -0.4787 0.1 0.0 -0.1 0.007
O -1.8284 4.2174 -0.6527 0.0 0.0 0.0 0.000
O 0.2639 3.3278 -1.5575 0.0 0.0 0.0 0.000
O -1.0283 2.0066 0.0410 -0.1 -0.1 0.0 -0.007
C 2.9570 1.5570 -1.0930 0.0 0.0 0.0 -0.004
As 1.5035 0.3105 -1.4167 0.2 -0.1 -0.2 -0.026
C 2.5103 -1.3431 -1.6557 0.0 0.1 0.0 -0.002
C 1.0629 0.6959 -3.2658 0.0 0.0 0.0 -0.002
H 3.7280 1.4075 -1.8520 0.0 0.0 0.0 -0.001
H 3.3653 1.3697 -0.1010 0.0 0.0 0.0 0.000
H 2.5622 2.5691 -1.1440 0.0 0.0 0.0 0.001
H 3.3118 -1.2231 -2.3878 0.0 0.0 0.0 0.000
H 1.8039 -2.1035 -1.9882 0.0 0.0 0.0 0.000
H 2.9155 -1.6362 -0.6878 0.0 0.0 0.0 0.000
H 1.9475 0.5862 -3.8959 0.0 0.0 0.0 -0.001
H 0.6766 1.7113 -3.3218 0.0 0.0 0.0 0.001
H 0.2916 -0.0120 -3.5677 0.0 0.0 0.0 0.001
O 0.6068 -2.0059 3.2373 0.0 -0.1 -0.1 -0.002
S 0.3467 -0.6876 2.6905 0.1 0.2 -0.2 -0.002
O -0.9349 -0.6668 1.8567 0.1 -0.1 0.0 -0.012
O 1.3659 -0.3592 1.5687 -0.3 0.2 0.1 -0.008
O 0.3433 0.3667 3.6843 0.0 0.0 0.0 0.000
C -4.0196 -2.4833 -3.6508 0.0 0.0 0.0 -0.001
Si -2.1928 -2.8343 -3.3514 0.0 0.0 0.1 -0.001
C -2.0217 -4.6741 -2.9790 0.0 0.0 0.0 -0.001
C -1.2780 -2.5010 -4.9676 0.0 0.0 0.0 -0.001
C -1.5304 -1.8316 -2.0231 0.0 0.0 0.0 0.000
C -1.0547 -1.1480 -1.1198 0.0 0.3 0.1 -0.038
H -4.4275 -3.1112 -4.4488 0.0 0.0 0.0 0.000
H -4.1649 -1.4364 -3.9248 0.0 0.0 0.0 0.000
H -4.5896 -2.6678 -2.7379 0.0 0.0 0.0 0.000
H -2.4501 -5.2907 -3.7752 0.0 0.0 0.0 0.000
H -2.5268 -4.9156 -2.0416 0.0 0.0 0.0 0.000
H -0.9690 -4.9410 -2.8634 0.0 0.0 0.0 0.000
H -1.6670 -3.1149 -5.7860 0.0 0.0 0.0 0.000
H -0.2134 -2.7177 -4.8510 0.0 0.0 0.0 0.000
H -1.3720 -1.4505 -5.2518 0.0 0.0 0.0 0.000
```
Positions in Å, forces in eV/Å.


Entry 3:
Below is a 3-piece molecular cluster, C9H18BBr4FN3O overall, with properties calculated with ωB97M-V/def2-TZVPD.

Total charge: +1
Gap between HOMO and LUMO, eV: 9.4
E_HOMO, eV: -12.15
Spin multiplicity: 1

Geometry as XYZ:
```
37
Properties=species:S:1:pos:R:3:forces:R:3:nbo_charge:R:1
N 1.0694 -0.4243 -0.2801 0.2 -0.3 -0.9 -1.103
B 0.3620 -0.0107 -1.4557 0.0 0.0 0.1 1.012
O 0.9298 -0.1311 -2.6859 -0.1 0.3 0.1 -0.834
C -1.0486 0.7495 -1.3759 -0.1 -0.2 -0.1 -0.150
C -1.2908 2.0543 -1.6689 -0.1 0.1 -0.1 -0.038
N -2.6398 2.2796 -1.4780 0.1 0.0 0.0 -0.464
C -3.2164 1.1497 -1.0837 0.0 0.0 0.1 0.253
N -2.2800 0.2158 -1.0104 0.1 0.0 0.0 -0.269
C -2.5087 -1.1799 -0.6426 -0.2 -0.3 -0.2 -0.273
C -2.7546 -2.0700 -1.8707 0.1 0.1 -0.1 0.040
F -1.8496 -3.1136 -1.8586 -0.1 0.1 0.0 -0.343
H 0.7635 -1.3057 0.1228 -0.2 0.3 0.5 0.409
H 2.0458 -0.5584 -0.5422 0.1 -0.2 0.1 0.407
H 0.4174 0.2412 -3.4121 0.1 0.0 0.0 0.499
H -0.6144 2.8297 -1.9936 -0.1 0.0 0.1 0.259
H -3.1230 3.1560 -1.6061 0.0 0.0 0.0 0.454
H -4.2647 1.0145 -0.8602 0.1 0.0 0.0 0.251
H -3.3551 -1.2196 0.0428 0.2 0.1 0.1 0.239
H -1.6238 -1.5445 -0.1184 -0.2 0.1 0.1 0.265
H -2.6122 -1.5018 -2.7963 0.0 -0.1 0.1 0.172
H -3.7663 -2.4796 -1.8717 0.1 -0.1 0.0 0.189
Br 4.6037 2.5185 -1.8308 0.0 0.0 0.0 -0.006
C 4.5530 1.8064 -0.0247 0.0 0.0 0.0 -0.453
C 5.4899 0.6431 0.1676 0.0 0.0 0.0 -0.445
Br 4.8387 -0.9683 -0.7054 0.0 0.0 0.0 -0.015
H 3.5211 1.5262 0.1660 0.0 0.0 0.1 0.222
H 4.8339 2.6262 0.6323 0.0 0.0 0.0 0.235
H 5.5670 0.4034 1.2254 0.0 0.0 0.0 0.233
H 6.4791 0.8281 -0.2384 0.0 0.1 0.0 0.239
Br -1.4081 0.5966 2.0815 -0.1 0.2 0.1 -0.046
C -1.5667 -0.3652 3.7678 0.0 0.0 -0.1 -0.431
C -0.5365 -1.4616 3.8332 0.0 -0.1 0.0 -0.450
Br -0.9757 -2.9264 2.6300 0.0 0.0 0.0 -0.013
H -2.5820 -0.7451 3.8114 0.0 0.0 0.0 0.234
H -1.4124 0.3662 4.5568 0.1 0.0 0.0 0.242
H -0.4932 -1.8864 4.8332 0.0 0.0 0.0 0.244
H 0.4483 -1.1128 3.5395 0.0 0.0 0.1 0.236
```
Positions in Å, forces in eV/Å.


Entry 4:
Below is one molecule with the formula C9H18BrOP in a non-equilibrium geometry, with properties calculated with ωB97M-V/def2-TZVPD.

Gap between HOMO and LUMO (alpha / beta), eV: 9.3 / 4.7
E_HOMO (alpha / beta), eV: -9.09 / -7.24
Spin multiplicity: 1

Geometry as XYZ:
```
30
Properties=species:S:1:pos:R:3:forces:R:3:nbo_charge:R:1
C 0.2474 0.1913 -0.4689 0.9 2.8 -2.2 -0.219
C 0.3379 0.1118 1.0324 1.5 -2.9 1.9 -0.207
C -0.9042 -0.3922 -1.1269 -2.3 -3.1 0.4 0.174
C 0.2394 1.6973 -0.7539 0.0 3.1 -2.1 -0.632
C 1.5207 -0.4130 -1.1801 2.2 1.3 3.1 -0.586
C 1.1141 1.2276 1.7052 -0.9 -2.9 -2.0 -0.630
C 1.1227 -1.2026 1.3912 -2.3 -1.1 1.2 -0.665
C -1.0084 -1.8844 -1.2256 1.1 -2.6 -0.9 -0.695
C -2.1961 0.2063 -1.4790 2.0 5.2 -1.9 -0.692
O -0.9857 -0.0848 3.4106 0.1 -0.6 1.5 -0.970
P -1.3424 -0.1093 1.9955 0.6 1.6 -2.0 1.451
Br -2.2298 1.9955 1.5929 -0.5 -0.4 0.4 -0.318
H 1.1402 2.2321 -0.4016 -0.4 -0.6 0.2 0.219
H -0.6402 2.3005 -0.3554 1.2 -1.1 -0.4 0.236
H 0.3037 2.0240 -1.8592 -0.4 -1.2 1.2 0.217
H 1.6770 -0.2203 -2.2025 -0.6 0.2 -1.4 0.227
H 1.5999 -1.4326 -0.9162 -0.1 -1.2 -0.4 0.213
H 2.5239 -0.0446 -0.7109 -1.8 0.0 -0.5 0.204
H 0.5775 2.0538 1.7250 -2.1 4.1 0.1 0.218
H 2.0419 1.3600 1.3014 2.4 0.5 -1.8 0.213
H 1.3382 0.9595 2.6317 0.5 -1.3 4.4 0.222
H 0.7619 -2.1263 0.9441 0.0 0.2 -0.9 0.213
H 1.0597 -1.5717 2.4061 -0.6 0.8 1.0 0.238
H 2.1576 -1.1427 1.3253 1.9 0.5 -0.9 0.222
H -1.8133 -2.2668 -2.0168 1.8 0.9 1.7 0.223
H -1.2337 -2.3935 -0.2401 -0.2 0.6 -0.9 0.222
H 0.0366 -2.3599 -1.4581 -2.1 0.7 0.0 0.216
H -2.3555 1.1769 -0.8175 -0.4 -2.1 -1.8 0.248
H -2.9881 -0.4570 -1.5894 -1.4 -1.2 0.6 0.226
H -2.1027 0.5651 -2.6593 -0.2 -0.3 2.5 0.212
```
Positions in Å, forces in eV/Å.


The highest spin multiplicity belongs to which entry? C9H18AsCoF3O7S2Si